1.
The following is a DFT calculation (ωB97M-V/def2-TZVPD) of C6H6O2 in the gas phase.

ORCA input file:
```
! RIJCOSX wB97M-V def2-TZVPD def2/J DEFGRID3
* xyz 0 1
C 2.30174 -0.69377 0.01390
C 0.16555 0.36239 0.07352
C -0.49966 -0.83984 -0.04756
C -1.97939 -0.44561 -0.02831
C -1.98812 1.07370 0.01369
C -0.76452 1.55667 -0.00113
H 2.16140 -1.24230 0.95414
H 3.34652 -0.35791 -0.08152
H 2.12831 -1.26725 -0.86517
H -0.08894 -1.80479 0.02929
H -2.88570 1.65902 -0.03307
H -0.40503 2.57661 -0.02781
O 1.49956 0.53915 -0.01913
O -2.99173 -1.11606 0.01917
*
```

Maximum force   3.16 eV/Å
E_HOMO   -0.3264 Ha
LUMO   -0.338 eV
Energy   -10412.2584 eV

2.
The following is a DFT calculation (ωB97M-V/def2-TZVPD) of 2 unconnected molecules or ions with the total composition C28H40ClN2O5S2.

ORCA input file:
```
! RIJCOSX wB97M-V def2-TZVPD def2/J DEFGRID3
* xyz 1 1
C 0.78002 -1.97441 3.26033
C 0.50998 -2.54855 1.77651
N 1.64344 -3.34412 1.20833
C 1.26623 -3.60509 -0.24661
C 0.17478 -4.81446 -0.36097
C 2.89882 -2.55890 1.13166
S 4.07256 -2.88716 2.31464
S 3.21484 -1.29968 -0.19808
C 5.03187 -1.16304 -0.53316
C 5.72989 0.14403 0.11276
C 4.74214 1.39371 0.29800
C 3.96013 1.42911 1.68364
N 4.26951 0.48083 2.74734
C 3.55080 0.45003 4.01397
C 2.39731 1.41675 4.33999
Cl 1.45347 1.35118 5.90848
C 2.03053 2.48292 3.25722
C 0.83031 3.47616 3.59984
O 0.96360 4.72388 3.62037
O -0.46053 2.91660 3.85241
C -0.96624 2.21118 2.69010
C 2.82555 2.49272 1.89903
C 2.40125 3.60198 0.83605
C 1.92923 3.03160 -0.59486
C 1.12608 1.64057 -0.54242
C -0.26300 1.72200 -1.40642
C -0.35667 0.55520 -2.53126
C -1.18252 -0.70238 -1.90814
O -2.59279 -0.33714 -2.05465
C -3.44606 -1.32574 -1.37972
H 0.99978 -2.79618 4.02038
H 1.59066 -1.16698 3.24325
H -0.18684 -1.43745 3.60606
H 0.14057 -1.69276 1.11111
H -0.37798 -3.28329 1.88741
H 0.75706 -2.68025 -0.71565
H 2.21382 -3.90153 -0.81448
H -0.86409 -4.30903 -0.30323
H 0.24651 -5.35677 -1.36701
H 0.26455 -5.51283 0.54488
H 5.59300 -2.11750 -0.25055
H 5.15063 -1.05177 -1.67938
H 6.31446 -0.15192 1.05230
H 6.53076 0.47738 -0.65423
H 5.40748 2.34292 0.27776
H 4.07922 1.44903 -0.62922
H 5.00174 -0.25084 2.65060
H 3.83313 -0.31873 4.82545
H -0.26285 1.37922 2.30438
H -1.16719 2.90160 1.78733
H -1.95517 1.67229 2.94897
H 3.34391 4.24624 0.63734
H 1.60087 4.32744 1.19841
H 2.84545 2.99857 -1.30163
H 1.24097 3.84183 -1.05343
H 0.81454 1.30183 0.50063
H 1.77429 0.86842 -1.10428
H -0.46249 2.76807 -1.81656
H -1.13492 1.50008 -0.67504
H 0.67745 0.22092 -2.88492
H -0.99042 0.95070 -3.40828
H -0.89548 -0.84309 -0.79293
H -1.00765 -1.65366 -2.52213
H -2.72571 -2.10448 -0.92252
H -4.04496 -0.80343 -0.55864
H -4.12489 -1.77853 -2.18903
C -8.78267 -0.25708 -3.59244
C -8.07072 -0.37022 -2.47037
C -6.63070 -0.03860 -2.43960
O -5.97850 -0.14332 -1.41621
C -6.01029 0.42445 -3.69884
C -6.72196 0.53767 -4.82109
C -8.16254 0.20612 -4.85233
O -8.81249 0.31094 -5.87448
H -9.83796 -0.49620 -3.63341
H -8.50938 -0.70712 -1.53926
H -4.95444 0.66354 -3.65739
H -6.28308 0.87455 -5.75209
*
```

Maximum force   5.38 eV/Å
E_HOMO   -0.4288 Ha
LUMO   -4.772 eV
Energy   -77079.0410 eV

3.
The following is a DFT calculation (ωB97M-V/def2-TZVPD) of C9H14N2O2 in the gas phase.

ORCA input file:
```
! RIJCOSX wB97M-V def2-TZVPD def2/J DEFGRID3
* xyz 0 1
O -2.42738 1.92128 2.72938
O -2.62422 1.78551 0.42779
C -2.15941 1.40884 1.63156
N 0.63884 -1.69911 -0.54932
N -1.32771 0.33315 1.55403
C -1.93590 0.99133 -0.54547
C 1.13262 -0.91418 -1.71237
C 1.50359 -1.46384 0.61614
C -0.74859 -1.32677 -0.21546
C 1.07911 0.58898 -1.42076
C 1.51290 0.05428 0.97292
C 0.55431 0.81880 -0.00925
C -0.83019 0.18804 0.20452
H -0.72195 0.13682 2.33056
H -2.62719 0.28050 -1.02162
H -1.53858 1.66785 -1.31518
H 2.15433 -1.18828 -1.95115
H 0.55705 -1.12287 -2.59719
H 2.53458 -1.76800 0.43443
H 1.17135 -2.01268 1.51868
H -1.18169 -1.91201 0.59531
H -1.41063 -1.52888 -1.05613
H 2.08074 1.03261 -1.53824
H 0.44906 1.11514 -2.16342
H 1.17049 0.24494 2.00079
H 2.51138 0.48771 0.91607
H 0.48307 1.88085 0.16336
*
```

Maximum force   4.38 eV/Å
E_HOMO   -0.3215 Ha
LUMO   0.650 eV
Energy   -16635.4991 eV

4.
The following is a DFT calculation (ωB97M-V/def2-TZVPD) of C29H43BrClN3O3 in the gas phase.

ORCA input file:
```
! RIJCOSX wB97M-V def2-TZVPD def2/J DEFGRID3
* xyz 0 1
C -4.62599 -3.42035 0.23430
H -4.37219 -4.17532 -0.50707
C -3.36352 -2.78261 0.80116
C -2.44885 -3.81676 1.45591
C -1.28964 -3.19674 2.23723
H -1.69189 -2.55870 3.02764
C -0.34330 -2.37357 1.36636
C 0.87341 -1.88840 2.15167
H 1.43448 -2.74636 2.52581
C 1.81587 -1.03614 1.31063
N 1.17551 0.19022 0.87851
C 1.47067 0.80020 -0.27056
O 2.21953 0.31067 -1.10524
C 0.77181 2.14967 -0.54500
C 0.45908 2.95498 0.72466
H -0.32647 2.48259 1.31241
C 1.72861 3.15459 1.57202
N 2.90894 2.98731 0.74719
C 3.79127 1.99975 1.05352
O 3.72340 1.41065 2.11701
C 4.85168 1.68465 0.01663
H 4.34858 1.50844 -0.93426
H 5.52773 2.53679 -0.09112
C 5.62814 0.43741 0.43184
H 4.91559 -0.36526 0.62374
C 6.66106 -0.01645 -0.59649
C 6.09407 -0.34647 -1.98063
C 4.89514 -1.27716 -1.97091
H 4.03152 -0.83796 -1.47534
H 4.62031 -1.56381 -2.98577
Br 5.27414 -2.95025 -1.03816
H 5.77956 0.57108 -2.48591
H 6.89464 -0.79062 -2.57967
H 7.15940 -0.90501 -0.20159
H 7.42252 0.75839 -0.71778
H 6.13566 0.63645 1.37745
C 2.79164 3.67149 -0.51683
H 2.48782 4.69999 -0.29241
C 1.73083 2.99428 -1.40702
H 2.20595 2.32988 -2.13043
H 1.17154 3.75353 -1.95521
H 3.75553 3.71474 -1.02065
H 1.73524 4.15685 2.01559
H 1.80411 2.42388 2.37923
H 0.07512 3.92655 0.40246
C -0.50810 1.87299 -1.36208
H -0.22429 1.67466 -2.39806
H -1.13997 2.76485 -1.33941
C -1.32008 0.66952 -0.88884
H -0.70135 -0.23282 -0.95250
C -2.64899 0.48638 -1.63656
C -3.62237 0.49239 -0.47722
N -3.04638 0.69283 0.64301
O -1.70308 0.82109 0.49873
C -5.04937 0.28064 -0.59205
C -5.65029 0.07325 -1.83399
C -7.00934 -0.15624 -1.92757
C -7.77991 -0.18046 -0.77514
C -7.20096 0.02691 0.47011
C -5.84458 0.25606 0.55733
H -5.37270 0.41616 1.51313
H -7.81289 0.00453 1.35789
Cl -9.47691 -0.47222 -0.89056
H -7.47190 -0.31868 -2.88836
H -5.05691 0.08789 -2.73517
H -2.69062 -0.44901 -2.19350
H -2.85384 1.31346 -2.31986
H 0.52919 0.60902 1.52616
H 2.13215 -1.57721 0.41513
H 2.70550 -0.77811 1.89791
H 0.54025 -1.30698 3.01488
H -0.00877 -2.97774 0.51968
H -0.87976 -1.50811 0.98064
H -0.72315 -3.99949 2.71574
H -2.05192 -4.48445 0.68738
H -3.04298 -4.42395 2.14329
H -3.63991 -2.02296 1.53539
H -2.82797 -2.28217 -0.00707
H -5.25696 -2.66988 -0.23827
H -5.19912 -3.89928 1.02493
*
```

Maximum force   1.11 eV/Å
E_HOMO   -0.3210 Ha
LUMO   0.195 eV
Energy   -123950.0055 eV